--- A ---
{
  "formula": "C4H5Cl3O",
  "method": "ωB97M-V/def2-TZVPD",
  "lumo_energy_ev": 0.2,
  "molar_mass_g_mol": 175.442,
  "homo_lumo_gap_ev": 10.36,
  "spin_multiplicity": 1,
  "total_charge": 0,
  "smiles": "CC(=O)[C@H](Cl)C(Cl)Cl",
  "symbols": ["C", "C", "O", "C", "Cl", "C", "Cl", "Cl", "H", "H", "H", "H", "H"],
  "positions_angstrom": [[-1.419, 0.765, -0.793], [-1.067, -0.305, 0.132], [-1.588, -1.403, 0.014], [0.267, -0.135, 0.922], [0.476, 1.607, 1.240], [1.504, -0.729, 0.084], [3.056, -0.695, 1.013], [1.744, 0.249, -1.352], [-1.277, 1.591, -0.166], [-2.422, 0.544, -1.246], [-0.726, 0.915, -1.609], [0.197, -0.639, 1.991], [1.257, -1.766, -0.228]]
}

---

--- B ---
{
  "formula": "C4H5Cl3O",
  "method": "ωB97M-V/def2-TZVPD",
  "lumo_energy_ev": [-0.2, -1.4],
  "molar_mass_g_mol": 175.442,
  "homo_lumo_gap_ev": [8.90, 6.59],
  "spin_multiplicity": 1,
  "total_charge": 0,
  "symbols": ["C", "C", "C", "C", "O", "Cl", "Cl", "Cl", "H", "H", "H", "H", "H"],
  "positions_angstrom": [[-0.544, -0.349, -0.843], [-1.592, -0.187, 0.176], [0.080, -1.605, -1.157], [1.778, 1.526, 1.219], [-0.067, 0.656, -1.407], [-0.461, -3.061, -0.537], [1.199, 2.318, -0.114], [3.407, 1.074, 1.247], [-1.213, 0.042, 1.289], [-2.076, -1.189, 0.225], [-2.454, 0.430, -0.159], [0.596, -1.496, -2.104], [1.347, 1.839, 2.164]]
}

---

Which of them is most stable, and which least? Most stable: A; least stable: B.

---

--- A ---
{
  "formula": "C10H18N3O",
  "method": "ωB97M-V/def2-TZVPD",
  "lumo_energy_ev": -3.3,
  "molar_mass_g_mol": 196.274,
  "homo_lumo_gap_ev": 7.96,
  "spin_multiplicity": 1,
  "total_charge": 1,
  "symbols": ["C", "C", "C", "C", "C", "C", "C", "O", "H", "H", "H", "H", "H", "H", "H", "H", "C", "C", "C", "N", "N", "N", "H", "H", "H", "H", "H", "H", "H", "H", "H", "H"],
  "positions_angstrom": [[-2.204, 1.932, -0.605], [1.915, 1.281, -0.159], [1.292, 1.010, -1.442], [1.328, 1.972, 0.841], [-0.062, 1.377, -1.604], [-0.013, 2.259, 0.711], [-0.678, 1.843, -0.417], [3.193, 1.055, -0.178], [1.920, 0.754, -2.379], [3.779, 1.273, 0.544], [1.833, 2.388, 1.713], [-0.456, 1.154, -2.570], [-0.616, 2.544, 1.646], [-2.326, 0.882, -0.545], [-2.578, 2.247, -1.626], [-2.822, 2.539, -0.038], [-1.609, -2.384, 1.701], [-1.208, -1.427, 2.814], [-0.294, -1.901, -0.517], [-1.509, -1.949, 0.261], [1.000, -1.941, -0.076], [-0.537, -1.841, -1.863], [-1.234, -3.554, 1.816], [-2.783, -2.412, 1.590], [-0.932, -1.992, 3.693], [-1.910, -0.743, 3.271], [-2.264, -1.244, 0.122], [1.288, -1.678, 1.021], [1.768, -1.723, -0.737], [-1.425, -1.520, -2.388], [0.081, -2.136, -2.556], [-0.343, -0.873, 2.662]]
}

---

--- B ---
{
  "formula": "C10H18N3O",
  "method": "ωB97M-V/def2-TZVPD",
  "lumo_energy_ev": -2.6,
  "molar_mass_g_mol": 196.274,
  "homo_lumo_gap_ev": 9.17,
  "spin_multiplicity": 1,
  "total_charge": 1,
  "symbols": ["C", "C", "C", "N", "N", "N", "H", "H", "H", "H", "H", "H", "H", "H", "H", "H", "C", "C", "C", "C", "C", "C", "C", "O", "H", "H", "H", "H", "H", "H", "H", "H"],
  "positions_angstrom": [[0.914, 1.869, -0.284], [2.307, 1.730, 0.321], [-1.274, 2.198, 0.842], [-0.130, 1.550, 0.706], [-1.625, 3.339, 0.223], [-2.210, 1.716, 1.678], [0.778, 2.846, -0.743], [0.673, 1.159, -1.108], [3.081, 1.559, -0.451], [2.441, 0.827, 0.845], [0.204, 1.147, 1.584], [-0.937, 3.766, -0.378], [-2.551, 3.703, 0.117], [-2.152, 0.855, 2.191], [-3.135, 2.139, 1.735], [2.388, 2.604, 0.970], [1.229, -2.801, -2.559], [0.190, -2.467, 1.128], [-0.841, -1.546, 0.931], [0.846, -2.847, -0.025], [0.517, -2.415, -1.321], [-1.109, -0.923, -0.289], [-0.465, -1.411, -1.397], [-1.251, -0.936, 2.200], [0.542, -2.840, 2.056], [1.650, -3.552, 0.026], [-1.751, -0.039, -0.273], [-2.070, -1.442, 2.314], [0.922, -2.333, -3.471], [1.214, -3.878, -2.761], [-0.686, -0.936, -2.385], [2.293, -2.641, -2.420]]
}

---

Which of them is most stable, and which least? Most stable: B; least stable: A.

---

--- A ---
{
  "formula": "C15H18N4O4",
  "method": "ωB97M-V/def2-TZVPD",
  "lumo_energy_ev": 0.4,
  "molar_mass_g_mol": 318.333,
  "homo_lumo_gap_ev": 8.87,
  "spin_multiplicity": 1,
  "total_charge": 0,
  "smiles": "COc1cccc(/C=N/NC(=O)C[C@H]2C(=O)NN=C2C)c1OC",
  "symbols": ["C", "O", "C", "C", "C", "C", "C", "C", "N", "N", "C", "O", "C", "C", "C", "O", "N", "N", "C", "C", "C", "O", "C", "H", "H", "H", "H", "H", "H", "H", "H", "H", "H", "H", "H", "H", "H", "H", "H", "H", "H"],
  "positions_angstrom": [[-1.818, -1.411, -5.250], [-1.883, -0.043, -4.885], [-0.864, 0.401, -4.068], [-0.064, 1.434, -4.539], [0.974, 1.933, -3.769], [1.228, 1.393, -2.526], [0.423, 0.373, -2.017], [0.652, -0.177, -0.693], [1.621, 0.268, 0.007], [1.899, -0.172, 1.258], [1.205, -1.013, 2.073], [0.181, -1.591, 1.774], [1.827, -1.133, 3.461], [1.381, 0.050, 4.329], [1.910, 1.393, 3.821], [3.047, 1.698, 3.544], [0.809, 2.180, 3.724], [-0.367, 1.535, 4.009], [-0.104, 0.329, 4.339], [-1.136, -0.679, 4.655], [-0.645, -0.118, -2.785], [-1.427, -1.125, -2.265], [-2.786, -0.783, -2.052], [-1.778, -2.070, -4.381], [-0.942, -1.597, -5.880], [-2.724, -1.609, -5.821], [-0.270, 1.828, -5.522], [1.589, 2.732, -4.152], [2.040, 1.750, -1.913], [-0.034, -0.953, -0.367], [2.718, 0.295, 1.633], [2.916, -1.138, 3.400], [1.481, -2.066, 3.907], [1.744, -0.102, 5.351], [0.775, 3.131, 3.391], [-1.176, -1.404, 3.841], [-2.105, -0.199, 4.750], [-0.890, -1.209, 5.573], [-2.870, -0.024, -1.267], [-3.276, -1.698, -1.726], [-3.263, -0.410, -2.962]]
}

---

--- B ---
{
  "formula": "C15H18N4O4",
  "method": "ωB97M-V/def2-TZVPD",
  "lumo_energy_ev": 0.6,
  "molar_mass_g_mol": 318.333,
  "homo_lumo_gap_ev": 8.22,
  "spin_multiplicity": 1,
  "total_charge": 0,
  "smiles": "NC(=O)C[C@H](NC(=O)[C@@H](N)Cc1c[nH]c2ccccc12)C(=O)O",
  "symbols": ["N", "C", "O", "C", "C", "N", "C", "O", "C", "N", "C", "C", "C", "N", "C", "C", "C", "C", "C", "C", "C", "O", "O", "H", "H", "H", "H", "H", "H", "H", "H", "H", "H", "H", "H", "H", "H", "H", "H", "H", "H"],
  "positions_angstrom": [[-5.049, -1.777, -2.018], [-4.051, -1.217, -1.278], [-2.919, -1.683, -1.253], [-4.421, 0.044, -0.528], [-3.341, 0.409, 0.490], [-2.086, 0.742, -0.133], [-1.373, 1.823, 0.272], [-1.825, 2.692, 1.001], [0.066, 1.889, -0.247], [0.568, 3.264, -0.309], [0.945, 1.045, 0.696], [2.336, 0.800, 0.186], [3.187, 1.679, -0.440], [4.374, 1.059, -0.747], [4.314, -0.268, -0.331], [5.260, -1.292, -0.431], [4.920, -2.525, 0.075], [3.657, -2.741, 0.673], [2.730, -1.725, 0.770], [3.052, -0.450, 0.260], [-3.224, -0.705, 1.521], [-4.136, -1.415, 1.856], [-1.987, -0.790, 2.054], [-4.850, -2.658, -2.457], [-6.012, -1.512, -1.891], [-4.543, 0.873, -1.238], [-5.331, -0.091, 0.002], [-3.640, 1.325, 1.048], [-1.672, 0.002, -0.666], [0.117, 1.461, -1.256], [0.269, 3.716, 0.538], [0.072, 3.768, -1.035], [0.985, 1.576, 1.654], [0.450, 0.102, 0.888], [3.002, 2.735, -0.668], [5.155, 1.463, -1.222], [6.222, -1.119, -0.895], [5.641, -3.317, 0.018], [3.403, -3.726, 1.089], [1.761, -1.925, 1.241], [-2.025, -1.532, 2.713]]
}

---

Which of them is most stable, and which least? Most stable: B; least stable: A.

---

--- A ---
{
  "formula": "C8H8N2O2S",
  "method": "ωB97M-V/def2-TZVPD",
  "lumo_energy_ev": 0.6,
  "molar_mass_g_mol": 196.231,
  "homo_lumo_gap_ev": 9.11,
  "spin_multiplicity": 1,
  "total_charge": 0,
  "symbols": ["C", "C", "C", "C", "C", "C", "C", "C", "N", "N", "O", "O", "S", "H", "H", "H", "H", "H", "H", "H", "H"],
  "positions_angstrom": [[-1.516, 2.466, 1.519], [-1.799, 1.966, 0.261], [-0.554, 1.843, 2.299], [-1.133, 0.856, -0.225], [0.113, 0.731, 1.828], [-0.172, 0.217, 0.558], [0.250, -1.628, -1.571], [1.642, -1.671, -2.055], [-0.817, -2.010, -1.998], [0.489, -0.925, 0.178], [2.293, -2.547, 0.654], [2.504, -0.919, -1.263], [2.133, -1.138, 0.401], [-2.036, 3.336, 1.890], [-2.542, 2.447, -0.358], [-0.321, 2.224, 3.283], [-1.348, 0.493, -1.218], [0.858, 0.231, 2.432], [1.947, -2.732, -2.060], [1.688, -1.284, -3.080], [-1.676, -1.956, -1.473]]
}

---

--- B ---
{
  "formula": "C8H8N2O2S",
  "method": "ωB97M-V/def2-TZVPD",
  "lumo_energy_ev": 0.5,
  "molar_mass_g_mol": 196.231,
  "homo_lumo_gap_ev": 9.07,
  "spin_multiplicity": 1,
  "total_charge": 0,
  "smiles": "[H]/N=C1/Cc2cccc(N)c2S1(=O)=O",
  "symbols": ["H", "N", "C", "C", "C", "C", "C", "C", "C", "N", "C", "S", "O", "O", "H", "H", "H", "H", "H", "H", "H"],
  "positions_angstrom": [[-4.446, -1.136, 0.582], [-3.639, -1.715, 0.368], [-2.607, -1.117, 0.039], [-1.304, -1.723, -0.319], [-0.138, -0.770, -0.170], [1.185, -1.196, -0.096], [2.186, -0.242, 0.009], [1.910, 1.112, 0.044], [0.584, 1.569, -0.015], [0.238, 2.890, -0.024], [-0.365, 0.579, -0.139], [-2.475, 0.746, -0.070], [-2.909, 1.357, 1.163], [-3.052, 1.235, -1.297], [-1.364, -2.027, -1.373], [-1.140, -2.633, 0.264], [1.424, -2.248, -0.106], [3.215, -0.565, 0.073], [2.711, 1.829, 0.133], [0.908, 3.562, 0.309], [-0.730, 3.097, 0.158]]
}

---

Which of them is most stable, and which least? Most stable: B; least stable: A.